# C3H6O3Sm

A structure of composition C3H6O3Sm in a non-equilibrium geometry (wB97M-V/def2-TZVPD, OMol25).

Structure (XYZ):
```
13
Properties=species:S:1:pos:R:3:forces:R:3
C -0.0003 1.5798 0.1145 -1.36 -0.81 2.05
C -0.2620 0.4150 0.7521 -0.98 2.28 -0.79
O -0.6658 -0.6656 -0.0794 -0.59 -0.18 -0.85
C -1.6337 -1.4928 0.2898 0.21 0.83 1.63
O -1.7393 -2.2507 -0.7971 -0.59 -1.66 -0.93
Sm -0.3782 -1.4423 -2.4794 1.16 0.65 -0.85
H 0.4127 2.3793 0.7298 -0.30 -0.10 -0.10
H -0.5804 1.9189 -0.7446 1.08 -0.53 -0.78
H -0.6369 0.3090 1.7679 1.24 -0.37 0.28
H -2.3109 -3.0270 -0.6951 -0.42 0.05 0.52
H 2.1697 0.5327 1.1585 2.45 0.70 -3.76
O 2.6677 0.4682 0.2096 -1.77 -1.35 2.55
H 2.9575 1.2754 -0.2267 -0.14 0.48 1.02
```
Forces are in eV/Å.

Computed properties:
charge: +2
energy above the lowest of the compared OMol25 structures with the same formula, charge and spin: 403.41 kJ/mol
lowest unoccupied orbital energy (alpha / beta): -9.504 / -9.309 eV
gap between HOMO and LUMO (alpha / beta): 7.336 / 7.534 eV
spin multiplicity: 7